Entry 1:
DFT (wB97M-V/def2-TZVPD) results for a 9-piece molecular cluster, C21H60N6O9 overall.

```
96
Properties=species:S:1:pos:R:3:forces:R:3
O -5.14061 0.11271 -0.60377 1.2241 0.2965 -1.0664
O 2.28580 0.03499 1.98569 -0.4957 -0.1500 0.1346
O -1.60641 -0.28173 -3.61851 1.0532 0.0681 1.0550
O 0.13052 -5.91456 0.87920 -0.9862 1.4546 -0.4572
O -2.24234 6.03167 -1.21364 0.6124 1.0637 0.6343
O 5.58191 3.03092 -0.34691 0.7853 0.8607 -0.1451
O 1.98077 -3.43580 1.55220 -0.2713 -0.1065 -0.2076
O -2.94273 -0.06622 1.40669 -0.3777 -0.8170 0.3505
O 5.55542 -0.56777 1.06598 0.2440 0.2320 -0.8402
N 7.18369 0.06040 2.51309 -0.8906 2.4335 0.5724
N 0.28435 -1.09073 2.10591 0.2695 0.8126 -0.1645
N 2.91084 -4.61953 -0.14801 -1.3853 -1.2371 1.6488
N 0.38995 1.15570 1.33116 1.2333 -2.3289 0.5191
N 4.80242 0.41921 2.90141 2.0253 1.1961 0.7697
N 3.38776 -2.40338 0.01150 0.6818 -0.9003 -0.6430
C 4.19910 3.08241 -0.58870 -0.3572 -1.1573 0.5321
C 3.42704 3.42206 0.67851 1.4301 -0.6077 1.0118
C -1.21916 4.34564 0.14792 1.0213 -0.7817 -0.6841
C 0.13305 5.51682 -1.77687 -1.1934 -0.6150 1.0832
C -1.32407 -5.70124 -1.08373 0.0022 -0.9767 0.3108
C -3.77905 -0.41155 2.56942 -0.6196 0.0732 -1.8305
C 5.82073 0.02269 2.10197 -0.4891 -2.5007 -1.3878
C 1.06704 0.00838 1.86381 -1.2778 1.2013 -1.3042
C -4.29818 -1.87172 2.64916 -0.8031 0.4924 -0.8694
C -2.21464 -5.35943 1.35148 1.1454 -0.1783 0.3350
C 0.50854 0.86274 -3.20301 -0.6530 0.5424 0.6635
C -1.25057 5.01211 -1.25483 0.4168 0.4340 0.3371
C -3.73094 1.77644 -1.63373 -0.4832 -0.6708 0.5019
C -4.76506 0.09685 -3.08960 0.1911 -0.0591 -0.3826
C -2.98675 -0.13077 3.74733 1.9099 0.4297 2.5893
C 3.70163 1.86162 -1.31941 -1.4941 -0.3665 0.9874
C -0.03497 -1.27518 -1.94290 1.3244 -0.0582 -0.9643
C -4.18460 0.33883 -1.74506 0.1775 -0.0597 1.3478
C -1.04376 -5.15533 0.31953 0.3947 -1.2941 0.8354
C -0.60183 0.01739 -2.56040 -0.2303 -0.3998 -1.1198
C 2.70467 -3.48827 0.56456 1.2373 1.4267 -0.6485
H -5.17505 -1.93449 1.96260 0.3412 -0.3949 0.8330
H -0.57976 1.27409 1.34283 -1.7016 -0.5036 0.2662
H -4.49770 -2.17224 3.69060 -0.6375 0.5767 -0.3499
H -4.51818 2.43287 -1.96903 -0.2848 0.4393 0.3188
H 5.87041 2.22690 0.06584 -0.2446 -0.8382 0.2773
H 4.31768 -2.56069 -0.43032 -1.3703 0.0497 0.6315
H 2.58765 1.86722 -1.34830 0.8144 0.2478 -0.4026
H 0.80149 -1.95391 2.22626 0.1194 -0.0506 -0.1561
H -0.63419 -1.14995 1.67499 0.2132 0.2232 0.2276
H -4.62338 0.31282 2.51204 0.2218 -0.7277 0.0835
H -2.17141 0.58173 3.56992 -0.3412 0.0497 -0.0845
H 0.35947 -1.96165 -2.78368 -0.3169 1.1661 1.1810
H -2.48953 -1.02308 4.17018 -0.1630 0.2071 -0.3150
H 0.85179 2.01961 1.30447 1.1936 0.8072 0.1348
H -0.78304 3.30732 0.13836 0.0218 1.0446 -0.1666
H -0.64746 4.97637 0.88345 -0.6888 -0.5533 -0.5964
H -1.51426 -6.77777 -0.91634 -0.0946 0.3283 -0.4379
H -3.88722 0.17025 -3.77344 -0.9099 -0.4064 0.1618
H 7.23197 0.82993 3.18858 0.3197 -0.5517 0.5575
H 3.48670 2.59122 1.41872 -0.0750 0.3342 -0.5416
H 4.16589 1.73366 -2.25711 0.1828 0.3563 -1.4900
H 3.53688 -4.74469 -0.86957 1.4632 0.4661 -1.6419
H 3.90593 0.47936 2.42159 -0.0901 -0.0100 0.3645
H -3.53019 0.02309 0.63706 -0.1354 -0.1475 0.2395
H 2.64486 -5.49377 0.26794 -0.4373 0.0604 0.2247
H -3.06123 -4.74113 1.16586 -0.7661 0.5835 -0.5892
H 0.54822 -5.32365 1.54404 -0.3112 -0.3118 -0.6035
H 3.95897 4.26523 1.13542 -0.3732 0.0267 -0.0100
H -1.17583 0.62536 -1.84421 0.3794 -0.3239 -0.0294
H -1.70466 4.42972 -2.01255 -0.0426 -1.5545 -0.5732
H 0.01660 6.07549 -2.69988 -0.0201 0.0559 -0.0309
H 0.50744 6.15896 -0.97268 0.4794 0.0005 -0.3232
H 2.39518 3.65815 0.53689 -0.7167 0.2719 -0.3475
H -1.08021 -0.62859 -4.34917 -0.2022 -0.0432 -0.0664
H 5.15428 1.19193 3.45377 -1.0710 0.0768 0.4410
H -2.89829 1.92604 -2.26720 0.9252 0.1278 -0.9312
H 4.10991 3.87600 -1.27274 -0.2359 1.3497 -0.8067
H -0.48046 -5.63544 -1.80180 -0.3125 0.2282 0.6975
H 3.31031 -1.47731 0.37913 -0.1462 0.1575 0.8115
H -5.44495 0.91970 -3.30151 -0.3497 -0.2126 -0.2643
H -3.61131 -2.66051 2.36935 0.6933 0.2846 -0.5593
H 1.22887 1.17561 -2.45174 0.1721 -0.3765 0.0434
H -2.59836 -6.39822 1.49506 0.6926 0.6132 -0.4796
H -5.52360 -0.76961 -0.66035 0.1209 -0.0178 -0.2460
H -2.24731 4.16909 0.43358 -0.2283 0.3421 0.3873
H -3.60096 0.26688 4.56184 0.0391 -0.0237 -0.0888
H 3.91683 0.91947 -0.85698 0.3484 -0.4819 1.0671
H 7.67467 0.51433 1.74538 0.2529 -0.8095 -0.4026
H 0.77846 4.64254 -1.94319 0.0392 0.3785 0.1380
H 0.06487 1.82473 -3.51611 0.1816 -0.5532 -0.5108
H -0.77453 -1.87872 -1.44181 -0.3679 0.0266 0.3884
H -5.27434 -0.87782 -3.11431 0.2116 0.2870 -0.4280
H -0.79072 -4.09892 0.20973 0.1092 0.0758 0.4581
H -1.93832 6.64232 -0.52364 -0.4128 0.1344 -0.2384
H 1.03436 0.31688 -4.00306 -0.2826 0.3272 0.1669
H -1.85353 -5.01290 2.34020 -0.0013 -0.2967 -0.4073
H -3.37715 1.96411 -0.63371 -0.1770 0.4297 0.5067
H 0.82153 -1.01749 -1.24106 -1.0381 -0.4614 -0.7918
H -3.27225 -0.28654 -1.65311 -0.6451 -0.1299 0.4434
H -2.21145 -5.24625 -1.55460 0.2836 -0.1059 0.3552
```
Positions in Å, forces in eV/Å.

Results
* E_LUMO: 0.52 eV
* 2S+1: 1
* molecular weight: 540.74 Da
* structure (SMILES): NC(N)=O.NC(N)=O.NC(N)=O.CC(C)O.CC(C)O.CC(C)O.CC(C)O.CC(C)O.CC(C)O
* orbital gap: 10.19 eV
* DFT total energy: -50119.847 eV
* relative energy (zero: lowest compared OMol25 entry of this formula, charge and spin): 21.0 kcal per mole

Mulliken atomic charge list, values in e, 2 entries: atom 1 (O): -0.58, atom 2 (O): -0.69



Entry 2:
DFT (wB97M-V/def2-TZVPD) results for a 9-piece molecular cluster, C21H60O15 overall.

```
96
Properties=species:S:1:pos:R:3:forces:R:3
O -2.72129 -0.81510 -3.55419 -2.2217 1.4046 -0.9675
O -2.57333 4.63067 -2.26112 -0.7590 -0.3728 -0.9297
O -1.52541 -0.43538 -1.25459 -0.6646 1.4424 0.1552
O -3.40328 -3.58275 -3.00928 0.4176 0.0632 0.2688
O 2.41037 1.61682 3.80195 1.1532 1.6180 0.4314
O 0.00655 -3.11855 3.17647 -1.3699 -0.5748 1.0190
O -4.84726 2.75580 -3.01437 -0.3418 1.0144 0.4465
O 1.79333 -3.69158 1.29213 -0.8586 0.0400 0.3838
O -1.58294 -3.04779 0.42324 -0.1330 0.7933 -0.4474
O 5.91260 -1.65097 3.37659 1.8774 0.6919 1.7846
O -4.17781 3.91941 2.59722 -1.0427 -0.3746 1.5862
O -0.08664 -4.71406 -1.01870 -0.4083 -0.2375 -1.4625
O 4.03337 -0.11843 -1.56273 -0.8091 -1.5573 1.0705
O 3.46703 -1.63618 0.88722 -0.3236 0.0310 0.7450
O 4.95374 2.07676 0.31498 -0.9053 -0.2183 0.1790
C -3.67811 4.03511 1.31314 0.3266 -0.4647 -0.7536
C -2.09483 -1.88310 -4.16274 0.9246 -0.6456 1.4023
C -4.22934 2.86974 0.45064 1.0782 0.4291 0.2642
C -0.42892 0.40963 -0.83245 1.3971 -3.1999 0.9350
C -1.79939 -2.49451 1.72586 -0.7124 -2.0587 0.0627
C -1.30359 -3.53916 2.76168 0.7983 2.6420 0.5311
C 0.59518 -5.43007 -0.04339 0.7426 1.5031 0.8725
C 1.93011 -4.64306 0.28403 -0.3432 -2.3014 -0.0330
C -0.14112 1.39974 -1.91013 -0.4525 0.3198 -0.2204
C 0.17140 0.91179 3.31857 -0.1822 0.5675 -0.4604
C 5.55307 -1.64792 2.04056 0.9191 -0.0655 -0.1504
C 4.07679 1.26393 -1.74742 0.8516 0.0620 -0.4528
C 1.47718 1.49357 2.77902 -1.5471 -0.4773 -1.1940
C -2.10151 -3.05910 -3.19439 0.8659 -0.2942 -1.2917
C -2.14297 4.00760 1.38052 -0.3864 0.1929 -0.4002
C 0.64979 -0.70116 -0.52361 0.2641 1.5272 -0.0594
C 3.80789 2.10008 -0.52786 0.7637 -0.4972 -1.2413
C -2.77368 4.05379 -3.56747 0.1354 -0.3180 0.3642
C 4.14880 -1.17647 2.08268 -1.4974 -0.7107 -2.0177
C -3.54913 2.73292 -3.57971 0.2556 -0.4286 -0.3302
C 1.16013 2.84565 2.00769 0.8486 -0.6470 0.6015
H 0.86308 3.57411 2.76215 -0.1889 0.0865 -0.1495
H 0.39300 0.03029 3.92019 -0.2822 0.0212 0.1195
H -1.76975 3.90294 -3.96430 -0.0843 -0.3538 -0.1150
H -4.12808 4.75978 3.05864 0.1015 0.0209 -0.0294
H 4.27781 -0.57491 -2.37111 0.0121 0.0967 -0.0155
H -1.81258 3.10207 1.88941 -0.1148 -0.3895 -0.5005
H -3.47833 4.89927 -2.08665 -0.0733 0.3251 0.8546
H -0.34328 0.99654 -2.90243 0.0763 -0.1720 0.0015
H 0.94236 -1.14637 -1.47455 0.0379 -0.2661 0.1361
H -3.71482 1.95233 0.73649 -0.0462 -0.1699 0.1167
H 0.87652 1.78993 -1.89385 -0.0325 -0.0057 0.2122
H 2.85375 1.76667 -0.11977 0.0962 0.1211 0.6499
H -3.01840 1.93204 -3.06492 0.5314 0.0538 -0.2332
H -4.05539 4.95788 0.87238 0.2086 0.3109 -0.2087
H -1.99304 -3.91571 0.41133 -0.3737 -0.0816 -0.1272
H -3.92924 3.07940 -0.57605 -0.2668 -0.1549 -0.0958
H 0.28177 -1.44447 0.18361 -0.3617 -0.1072 -0.3364
H 2.38034 -2.96246 1.07904 0.4245 0.7388 -0.0289
H -1.75798 -1.06245 -0.56590 0.1386 -0.2269 0.1799
H -2.01433 -3.45559 3.58385 0.4483 -0.0568 0.5362
H 5.66480 -2.47821 3.79595 -0.0400 -0.0406 -0.1993
H 3.32929 1.57083 -2.47895 0.1688 0.0570 -0.4171
H 2.41596 0.89734 4.43750 -0.4003 -0.2000 -0.2791
H -3.87111 -2.83340 -2.63349 -0.5041 0.0381 0.0021
H -5.22944 1.89701 -3.20937 -0.1054 -0.0083 0.0998
H -0.40910 1.67351 3.83905 0.1524 -0.1065 0.5175
H 3.80658 -1.13530 0.14195 -0.0110 0.2635 -0.5462
H -3.71510 2.47952 -4.62678 0.6684 -0.2063 -0.2806
H 3.70380 3.06836 -1.01745 -0.2865 0.5499 0.5577
H 4.04626 -0.09157 2.10667 0.4037 0.0776 0.2701
H -2.37981 -0.62019 -2.67841 0.6184 -0.1300 0.3196
H 2.32703 -4.16125 -0.60951 -0.2284 -0.2583 -0.2838
H -3.26055 4.75902 -4.24105 -0.1695 0.2405 0.0883
H 0.71997 -6.48569 -0.28465 0.3545 0.2076 -0.4249
H 0.62471 -3.32026 2.47022 0.4653 -0.3197 -0.5562
H -0.10749 -5.39382 0.78910 0.6173 -0.4006 0.9712
H 0.41220 2.76342 1.21906 -0.5796 -0.5590 0.5511
H -1.33007 -1.51158 1.76703 0.3120 -0.3392 0.2857
H -1.78251 4.12963 0.35912 0.4640 -0.3473 0.0143
H 1.93998 3.29787 1.39496 0.8023 -0.1927 0.5786
H 1.83289 0.70874 2.11148 0.2592 0.1569 -0.6891
H -1.43092 -3.79031 -3.64577 -0.3600 -0.6214 0.1358
H 4.66004 2.36605 1.18196 0.1819 0.0827 0.2906
H 5.89183 -2.59210 1.61411 -1.3724 -0.5916 -0.3498
H -0.85658 2.20111 -1.72568 0.1717 0.4059 -0.3974
H -0.59967 0.93619 0.10653 -0.6115 0.0343 0.0824
H 2.63617 -5.39940 0.62686 0.4246 -0.1081 -0.0513
H -5.30340 2.69644 0.51730 0.0707 0.3663 0.0827
H 1.53683 -0.33608 -0.00593 0.1562 0.3485 -0.3100
H -1.34292 -4.58260 2.44897 0.0395 0.0264 -0.5238
H -1.60613 -2.77417 -2.26622 -0.2259 0.1206 0.2085
H 5.11437 1.40089 -2.05200 -0.0870 1.1353 -0.4544
H 3.64830 -1.57486 2.96523 -0.2049 -0.1982 -0.2511
H -2.86987 -2.37015 1.88928 -0.2504 0.2375 -0.2085
H -2.57107 -2.16230 -5.10261 -0.0962 0.2595 0.0347
H -0.42953 -3.97267 -0.51435 -0.0702 0.6489 -0.4179
H -1.05136 -1.60286 -4.30669 0.3904 -0.2358 -0.5501
H 6.14485 -0.98551 1.40881 0.3506 0.7021 0.6209
H -1.67769 4.77814 1.99524 -0.4301 0.5063 -0.0589
H -0.47212 0.63150 2.48465 0.0502 -0.2905 -0.1200
```
Positions in Å, forces in eV/Å.

Results
* E_LUMO: 0.33 eV
* 2S+1: 1
* molecular weight: 552.70 Da
* structure (SMILES): CC(C)O.CC(C)O.CC(C)O.OCCO.OCCO.OCCO.OCCO.OCCO.OCCO
* orbital gap: 9.68 eV
* DFT total energy: -53457.600 eV
* relative energy (zero: lowest compared OMol25 entry of this formula, charge and spin): 60.7 kcal per mole

Mulliken atomic charge list, values in e, 2 entries: atom 1 (O): -0.56, atom 2 (O): -0.49



What is the 2S+1 in the first record?
1



Which of these has the highest relative energy (zero: lowest compared OMol25 entry of this formula, charge and spin)?
C21H60O15



Which formula does entry 2 have?
C21H60O15



What is the DFT total energy in the first record?
-50119.847 eV